Entry 1:
Formula: C3H3Cl9
Source: the OMol25 dataset
Level of theory: the ωB97M-V functional and the def2-TZVPD basis

Summary:
- energy above the lowest of the compared OMol25 structures with the same formula, charge and spin (kJ/mol) = 368.79
- molecular weight (g/mol) = 358.13
- E (Ha) = -4257.68508

```
! RIJCOSX wB97M-V def2-TZVPD def2/J DEFGRID3
* xyz 0 1
C -1.47117 2.43938 1.01210
Cl -2.12350 2.47745 2.76261
Cl -0.61923 3.93615 0.57671
Cl -2.68248 2.08077 -0.11839
H -0.75210 1.62377 0.93599
C 0.74924 -0.13128 0.67958
Cl -1.01561 -0.10703 0.90564
Cl 1.49211 -0.99333 2.04245
Cl 1.27552 1.55668 0.50467
H 0.96571 -0.72652 -0.20752
C 0.74251 -2.50247 -1.78922
Cl 1.55759 -2.23888 -0.24048
Cl 1.85267 -3.07171 -3.11235
Cl -0.07130 -0.96327 -2.23847
H 0.10003 -3.37971 -1.71332
*
```

---

Entry 2:
Formula: C18H32O18
Source: the OMol25 dataset
Level of theory: the ωB97M-V functional and the def2-TZVPD basis

Summary:
- SMILES = COC(=O)OC.COC(=O)OC.COC(=O)OC.COC(=O)OC.O=C1OCCO1.O=C1OCCO1
- energy above the lowest of the compared OMol25 structures with the same formula, charge and spin (kJ/mol) = 63.28
- molecular weight (g/mol) = 536.44
- E (Ha) = -2059.39144

```
! RIJCOSX wB97M-V def2-TZVPD def2/J DEFGRID3
* xyz 0 1
C 9.64311 -4.64527 -19.28533
O 10.24658 -4.56803 -18.00251
C 9.56461 -3.84588 -17.11115
O 8.57217 -3.19476 -17.32701
O 10.21032 -3.89695 -15.94541
C 9.58948 -3.39804 -14.78915
H 10.20121 -5.39938 -19.84171
H 9.74855 -3.71708 -19.84679
H 8.60651 -4.97383 -19.26334
H 10.09008 -2.50936 -14.39565
H 9.47966 -4.01035 -13.89549
H 8.59788 -3.01114 -15.03486
C 17.46101 -5.79629 -16.87207
O 18.77828 -6.08165 -16.49787
C 19.48445 -6.95636 -17.19302
O 19.07639 -7.48708 -18.19686
O 20.65944 -7.11698 -16.64650
C 21.66259 -7.92017 -17.28286
H 17.40604 -4.87380 -17.44914
H 16.85731 -5.57217 -15.98516
H 16.85026 -6.57777 -17.32278
H 21.41567 -8.22718 -18.30120
H 21.79908 -8.72153 -16.56703
H 22.51231 -7.27501 -17.51294
C 14.29609 -4.35632 -12.57244
O 14.62398 -2.99519 -12.79663
C 13.76515 -2.20858 -13.41769
O 12.63732 -2.51085 -13.75574
O 14.31699 -1.00395 -13.53282
C 13.61585 0.00915 -14.23811
H 15.05062 -4.72240 -11.88200
H 14.29518 -4.96180 -13.47779
H 13.32456 -4.45849 -12.08806
H 13.91253 0.97861 -13.85551
H 12.54368 -0.11625 -14.07174
H 13.73796 -0.05207 -15.31617
C 9.24794 -9.37497 -18.53644
O 10.36779 -9.11113 -19.36013
C 11.23485 -8.24413 -18.81591
O 11.11578 -7.67017 -17.77408
O 12.25117 -8.12322 -19.63797
C 13.30452 -7.25812 -19.26353
H 8.70639 -10.19494 -19.01941
H 8.46354 -8.61482 -18.60043
H 9.50991 -9.66094 -17.52326
H 13.75947 -7.65110 -18.35363
H 12.91972 -6.24493 -19.12087
H 14.02184 -7.18952 -20.07719
O 16.87155 0.94060 -24.36657
C 16.42793 -0.08399 -23.96418
O 16.06022 -0.33405 -22.70932
C 15.24459 -1.48528 -22.71664
C 15.86683 -2.28354 -23.87981
O 16.22057 -1.17968 -24.74184
H 15.43738 -1.98972 -21.76862
H 14.18979 -1.25454 -22.87334
H 15.05815 -2.90134 -24.25845
H 16.69814 -2.85774 -23.47941
O 15.34099 -3.95664 -19.90223
C 14.58527 -3.89362 -18.98549
O 13.62757 -2.92666 -18.94361
C 13.07881 -2.92630 -17.64765
C 13.49467 -4.25870 -17.04682
O 14.66387 -4.56196 -17.83604
H 13.39403 -2.01644 -17.13237
H 11.99216 -2.85491 -17.58424
H 12.68864 -4.97655 -17.21391
H 13.70148 -4.24663 -15.98166
*
```